Formula: C22H26ClIrNPW
Source: the OMol25 dataset
Level of theory: the ωB97M-V functional and the def2-TZVPD basis

Last column: Löwdin charge in e.
Geometry (Å):
Ir  -1.54193  1.74462  -1.74705  0.75
Cl  -1.79649  3.77279  -2.40576  -0.16
C  -2.62398  0.08234  -2.09071  -0.41
H  -2.68264  -0.61485  -1.22203  -0.02
H  -2.68796  -0.68964  -2.90241  -0.02
H  -3.69382  0.51035  -2.15401  0.01
W  -0.00009  -0.44027  -4.37000  1.05
C  1.67339  0.57245  -4.69724  -0.36
C  -1.35029  -0.04484  -5.79184  -0.35
C  0.23744  -2.34001  -4.01634  -0.25
H  -1.91678  -0.93052  -5.91492  -0.02
H  -2.09597  0.75627  -5.75412  0.01
H  -0.87241  0.07513  -6.74523  -0.01
H  2.50291  -0.06248  -4.35339  0.00
H  1.89519  0.64863  -5.75223  -0.01
H  1.92765  1.54249  -4.29789  -0.01
H  -0.79707  -2.72829  -3.78341  -0.03
H  0.85061  -2.40234  -3.04585  -0.02
N  -0.37799  0.87030  -0.55219  -0.46
P  0.11809  0.37477  0.83886  0.82
C  -0.95133  -0.89498  1.72521  -0.26
C  -0.95055  -2.19727  1.15618  -0.10
C  -1.83112  -3.17447  1.59936  -0.08
C  -2.73837  -2.90142  2.63881  -0.08
C  -2.72778  -1.65135  3.24120  -0.08
C  -1.81272  -0.66232  2.80694  -0.07
C  1.80481  -0.39650  1.13080  -0.28
C  2.31474  -1.04530  2.29175  -0.07
C  3.58355  -1.66917  2.28235  -0.08
C  4.37095  -1.63427  1.13561  -0.08
C  3.88238  -0.98891  -0.01370  -0.07
C  2.63142  -0.38112  -0.00089  -0.10
C  0.06438  1.79348  2.05469  -0.27
C  -1.13549  2.50297  2.09936  -0.12
C  -1.31024  3.63170  2.92020  -0.08
C  -0.27395  4.07813  3.72088  -0.09
C  0.95713  3.40305  3.67739  -0.08
C  1.12863  2.27551  2.86664  -0.07
H  -0.26369  -2.40321  0.33733  0.10
H  -1.81252  -4.16245  1.13952  0.11
H  -3.42614  -3.67628  2.97369  0.10
H  -3.42709  -1.43472  4.05366  0.11
H  -1.82449  0.30698  3.31799  0.10
H  1.72881  -1.10097  3.21813  0.11
H  3.95890  -2.19373  3.17315  0.11
H  5.35664  -2.09196  1.11169  0.10
H  4.48263  -0.96112  -0.92596  0.11
H  2.22371  0.12596  -0.88153  0.09
H  -1.95267  2.18480  1.44009  0.09
H  -2.27273  4.13816  2.92492  0.11
H  -0.42031  4.93122  4.38106  0.10
H  1.77519  3.77208  4.30660  0.11
H  2.09943  1.78058  2.85467  0.10

Force components x, y, z for each atom (eV/Å):
Ir 2.201 -2.527 1.439
Cl -0.638 1.571 -0.854
C -3.355 -1.288 0.223
H 0.277 0.817 -0.030
H 1.118 1.158 -0.141
H 1.247 -0.362 0.186
W -1.180 2.602 1.475
C 2.654 0.876 -0.488
C -1.273 1.405 -1.310
C 0.181 -3.431 2.096
H -0.916 -1.364 -0.040
H 0.085 0.169 0.393
H 0.527 0.136 -0.820
H 0.049 -0.254 0.273
H -0.019 0.060 -0.767
H -0.307 0.595 0.428
H 0.712 -0.237 -0.120
H -0.528 -0.364 -0.933
N 0.102 -0.363 -0.731
P -0.315 0.110 3.568
C -0.174 -0.616 -0.598
C -0.200 0.703 0.144
C -0.041 0.011 0.237
C 0.404 0.058 -0.322
C 0.525 0.256 -0.165
C -0.375 0.146 -0.025
C 0.630 -0.253 -0.744
C -0.324 -0.028 -0.106
C -0.569 0.380 0.023
C -0.434 0.429 -0.655
C 0.310 -0.142 0.275
C -0.418 0.152 -0.077
C 0.526 0.520 0.190
C -0.340 0.283 -0.194
C -0.116 -0.574 -0.328
C 0.404 -0.393 -0.082
C -0.229 -0.017 0.079
C -0.360 -0.174 -0.324
H -0.131 -0.091 0.079
H -0.022 0.243 0.104
H 0.115 0.206 -0.086
H 0.340 0.003 -0.262
H 0.041 -0.367 -0.310
H 0.096 0.071 -0.478
H -0.351 0.387 -0.389
H -0.204 0.007 0.067
H -0.166 -0.005 0.317
H 0.374 -0.241 0.066
H 0.231 0.181 0.304
H 0.181 -0.074 -0.020
H 0.122 -0.143 -0.186
H -0.241 -0.282 -0.347
H -0.226 0.052 -0.035

Values from the calculation:
Total energy ... -1881.24995 a.u.
2S+1 ... 7
Net charge ... 0
Kohn-Sham gap (alpha / beta) ... 5.6 / 7.6 eV

Formula: C22H26ClN3O3S
Source: the OMol25 dataset
Level of theory: the ωB97M-V functional and the def2-TZVPD basis

Last column: Löwdin charge in e.
Geometry (Å):
C  -1.17511  5.45551  0.22169  -0.08
C  0.34749  5.60652  0.17577  -0.15
C  0.96056  4.30026  -0.29232  -0.44
O  1.13334  4.07225  -1.47136  0.08
N  1.26275  3.38831  0.68021  0.02
C  1.12517  3.61871  2.11837  -0.13
C  1.45596  2.28067  2.80118  -0.10
C  1.79303  1.38177  1.65172  -0.19
C  2.13916  0.05118  1.65927  -0.01
C  2.40708  -0.56193  0.44455  -0.27
S  2.75206  -2.30903  0.44085  0.69
O  3.08195  -2.72315  1.77497  -0.29
O  3.65508  -2.62786  -0.62828  -0.28
N  1.22253  -2.90619  0.07771  -0.24
C  0.64910  -3.89340  0.96158  -0.17
C  -0.88790  -3.85417  0.82374  -0.13
N  -1.31717  -3.40475  -0.49031  -0.11
C  -1.77674  -2.08121  -0.63358  -0.19
C  -1.36001  -1.04777  0.20492  -0.03
C  -1.88984  0.21889  0.05177  -0.64
Cl  -1.40601  1.47377  1.13145  0.79
C  -2.80676  0.50563  -0.94204  -0.10
C  -3.21408  -0.52284  -1.77177  -0.04
C  -2.73390  -1.81553  -1.62652  -0.20
C  -3.27747  -2.90456  -2.50170  -0.05
C  -0.38119  -3.84447  -1.50568  -0.13
C  0.97661  -3.14197  -1.33143  -0.16
C  2.33600  0.13030  -0.74803  -0.05
C  1.96594  1.46714  -0.76590  0.03
C  1.68476  2.08310  0.44516  -0.18
H  -1.63569  6.38632  0.54398  0.07
H  -1.47529  4.66418  0.90520  0.05
H  -1.54850  5.20708  -0.76864  0.08
H  0.73429  5.91828  1.14446  0.10
H  0.60439  6.36543  -0.56487  0.12
H  1.82096  4.40341  2.43142  0.13
H  0.10790  3.93686  2.35401  0.11
H  0.60412  1.89467  3.36212  0.11
H  2.29763  2.37193  3.48879  0.12
H  2.21917  -0.52281  2.56842  0.12
H  0.97008  -3.64351  1.97189  0.11
H  1.02799  -4.89842  0.72605  0.13
H  -1.27972  -4.86934  0.96487  0.12
H  -1.33977  -3.21527  1.58148  0.12
H  -0.61111  -1.22637  0.96041  0.10
H  -3.20079  1.50274  -1.05537  0.10
H  -3.94553  -0.31881  -2.53985  0.11
H  -4.32396  -2.71237  -2.72760  0.08
H  -2.73975  -2.95187  -3.44895  0.08
H  -3.18989  -3.86637  -2.00380  0.08
H  -0.26927  -4.92705  -1.40397  0.13
H  -0.77288  -3.62789  -2.49790  0.11
H  0.95610  -2.16378  -1.82033  0.12
H  1.78610  -3.73482  -1.77625  0.12
H  2.58872  -0.38250  -1.66207  0.11
H  1.89231  2.01509  -1.68952  0.11

Force components x, y, z for each atom (eV/Å):
C 0.112 0.070 0.037
C -0.076 -0.060 -0.161
C 0.025 0.444 0.136
O -0.045 -0.032 -0.265
N 0.044 -0.055 -0.001
C -0.069 0.374 0.401
C -0.003 -0.069 0.027
C 0.109 0.021 -0.293
C 0.005 0.141 0.070
C 0.262 -0.605 -0.018
S -0.417 0.196 -0.076
O -0.251 0.127 0.070
O -0.240 0.202 -0.112
N 0.832 0.169 0.316
C -0.004 -0.283 0.410
C 0.034 -0.173 0.072
N -0.067 -0.107 0.081
C -0.319 0.343 -0.059
C -0.002 -0.036 -0.045
C -0.156 -0.224 -0.265
Cl -0.074 0.346 0.330
C 0.050 -0.010 0.024
C 0.115 0.053 0.080
C 0.036 -0.031 -0.007
C 0.012 0.044 0.008
C 0.223 0.128 0.084
C 0.063 0.043 -0.620
C 0.074 -0.082 -0.014
C -0.040 0.088 -0.134
C 0.273 -0.614 -0.006
H -0.082 0.036 0.023
H -0.091 -0.066 0.061
H -0.059 -0.033 -0.060
H 0.025 0.022 0.013
H 0.103 -0.098 0.075
H -0.143 -0.055 0.021
H 0.079 0.066 0.015
H 0.007 0.022 0.029
H -0.049 0.042 0.018
H -0.005 -0.011 0.186
H -0.137 -0.213 0.022
H -0.039 0.051 0.081
H 0.083 0.084 0.137
H 0.028 -0.047 -0.024
H 0.046 0.022 0.067
H -0.025 0.098 0.021
H -0.102 0.007 -0.077
H -0.057 -0.018 -0.050
H 0.019 -0.091 -0.091
H -0.018 -0.100 -0.023
H 0.004 0.015 -0.095
H 0.044 -0.102 -0.013
H -0.037 -0.091 -0.158
H -0.148 0.054 -0.065
H 0.026 0.013 -0.177
H 0.019 -0.014 -0.005

Values from the calculation:
Total energy ... -2102.31707 a.u.
SMILES ... CCC(=O)N1CCc2cc(S(=O)(=O)N3CCN(c4cc(Cl)ccc4C)CC3)ccc21
Net charge ... 0
Kohn-Sham gap ... 8.9 eV

Formula: C22H26F16N3O3
Source: the OMol25 dataset
Level of theory: the ωB97M-V functional and the def2-TZVPD basis

Last column: Löwdin charge in e.
Geometry (Å):
C  -1.75281  0.18755  -4.15471  -0.08
C  -0.56982  0.25694  -5.13781  -0.22
C  0.61151  -0.67500  -4.83787  -0.16
N  0.76364  -1.02908  -3.40689  0.09
C  1.10353  -0.06889  -2.52714  -0.35
N  1.36911  1.22542  -2.96573  0.17
N  1.14438  -0.38383  -1.25360  0.14
C  1.49042  0.54309  -0.19805  -0.08
C  1.23563  -0.15115  1.12638  -0.34
O  0.81623  -1.27306  1.10956  0.12
C  1.49469  0.59754  2.35934  -0.16
C  2.04502  1.88224  2.33801  -0.03
C  2.27219  2.58200  3.52014  -0.05
C  1.94674  1.98670  4.73331  -0.05
C  1.38079  0.71637  4.76660  -0.04
C  1.16161  0.02244  3.58403  0.01
H  -1.48291  -0.06513  -3.13556  0.06
H  -2.20209  1.17639  -4.11672  0.08
H  -2.52502  -0.45757  -4.54624  0.06
H  -0.20572  1.27778  -5.17608  0.09
H  -0.94026  0.01162  -6.12521  0.11
H  0.49300  -1.60136  -5.38692  0.12
H  1.52365  -0.20463  -5.18891  0.11
H  1.32395  -1.86492  -3.28008  0.16
H  0.69099  1.90143  -2.63508  0.12
H  2.31578  1.50847  -2.74498  0.13
H  0.92122  -1.33477  -0.97447  0.16
H  2.54494  0.80882  -0.25157  0.14
H  0.91324  1.45921  -0.23327  0.14
H  2.31311  2.38437  1.42180  0.10
H  2.69301  3.57072  3.47087  0.11
H  2.13934  2.53173  5.64182  0.10
H  1.11904  0.29014  5.72132  0.11
H  0.71904  -0.96087  3.62117  0.12
C  4.85045  -0.76231  9.71548  -0.03
C  4.28324  -1.34637  11.02003  -0.45
C  3.17147  -2.39132  10.90281  -0.31
F  2.07407  -1.87370  10.31157  0.09
F  2.82437  -2.79860  12.14293  0.10
F  3.89409  -0.34423  11.83511  0.14
F  5.32022  -1.98749  11.62666  0.11
O  4.37015  0.50943  9.30645  0.05
C  3.24851  0.64969  8.53875  -0.54
C  2.15462  1.43841  9.26058  -0.28
F  1.78517  0.81595  10.39023  0.11
F  1.07557  1.52097  8.44140  0.09
F  2.79161  -0.53171  8.07952  0.14
F  3.59140  1.38191  7.44866  0.13
H  5.90327  -0.58399  9.92620  0.15
H  4.82335  -1.48674  8.90171  0.15
H  3.51473  -3.25917  10.33257  0.17
H  2.50755  2.44351  9.49998  0.18
C  -5.44244  -0.95893  -9.77760  -0.04
C  -5.42619  0.57832  -9.72538  -0.45
C  -4.08800  1.26159  -9.43215  -0.30
F  -3.61581  0.92638  -8.20931  0.08
F  -4.26521  2.60101  -9.45059  0.10
F  -6.36800  1.01773  -8.86499  0.14
F  -5.77842  1.00349  -10.96918  0.11
O  -5.90350  -1.64842  -8.62691  0.05
C  -5.06732  -1.97109  -7.59381  -0.55
C  -5.50387  -1.29273  -6.29396  -0.28
F  -5.50227  0.04715  -6.42462  0.10
F  -4.62405  -1.61298  -5.31125  0.08
F  -3.77384  -1.71001  -7.87783  0.14
F  -5.16491  -3.30118  -7.38860  0.15
H  -6.18172  -1.20382  -10.53796  0.15
H  -4.49506  -1.36016  -10.13764  0.15
H  -3.34546  0.99687  -10.18975  0.17
H  -6.50494  -1.61818  -6.00660  0.18

Force components x, y, z for each atom (eV/Å):
C 0.095 0.662 -0.615
C -0.081 -0.033 0.628
C -0.195 0.167 -0.202
N 1.209 0.536 -0.560
C -0.327 -0.546 0.319
N -0.398 0.003 -0.177
N 0.182 0.415 -0.601
C 0.439 -0.188 0.046
C 0.142 0.661 0.338
O -0.379 -1.223 -0.110
C 0.159 0.467 0.227
C 0.055 0.253 0.389
C -0.236 -0.658 -0.310
C 0.028 0.142 -0.298
C 0.141 0.177 -0.248
C -0.032 0.071 0.457
H -0.037 -0.283 0.092
H -0.148 0.116 0.046
H -0.138 -0.461 0.297
H 0.115 0.097 -0.049
H 0.032 0.029 -0.260
H -0.018 -0.294 0.192
H 0.193 0.007 -0.088
H -0.656 -0.383 0.237
H 0.093 0.142 0.023
H -0.002 0.123 0.044
H -0.164 0.014 0.399
H 0.132 0.085 -0.033
H -0.222 0.113 -0.186
H -0.003 -0.073 -0.250
H 0.093 0.169 0.100
H -0.058 -0.030 0.224
H -0.048 -0.169 0.066
H -0.017 -0.100 -0.132
C 0.521 -0.064 -0.291
C -0.093 0.479 0.052
C -0.068 -0.251 0.139
F 0.060 0.047 -0.036
F 0.036 0.044 -0.050
F -0.045 -0.071 -0.037
F 0.057 -0.142 -0.072
O -0.503 -0.012 0.282
C 0.502 -0.295 -0.032
C -0.137 0.159 0.137
F -0.020 -0.042 -0.058
F 0.015 0.014 -0.049
F -0.093 0.054 0.040
F 0.001 0.075 -0.103
H -0.013 0.037 0.072
H -0.236 -0.058 0.045
H 0.007 0.033 -0.021
H 0.021 -0.011 -0.042
C -0.058 -0.409 -0.443
C -0.320 -0.130 0.376
C 0.138 0.244 -0.112
F -0.047 -0.050 -0.013
F -0.025 -0.075 0.004
F 0.096 0.018 -0.012
F 0.114 -0.020 -0.132
O 0.136 0.466 0.320
C -0.054 -0.141 -0.460
C -0.165 0.174 0.283
F 0.098 -0.016 -0.064
F 0.034 -0.086 -0.009
F -0.032 0.039 0.083
F 0.040 -0.081 0.059
H -0.056 0.060 0.024
H 0.126 0.136 0.146
H -0.015 -0.040 0.015
H 0.030 -0.093 -0.043

Values from the calculation:
Total energy ... -2841.55048 a.u.
Net charge ... +1
Kohn-Sham gap ... 9.1 eV

- Which value of net charge does entry 3 give?
  +1

- Which of these has the highest total energy?
  C22H26ClIrNPW

- Which of these has the lowest total energy?
  C22H26F16N3O3

- Look up the net charge of the first one.
  0